Molecular formula: C36H26CrIO7
Method: DFT, wB97M-V/def2-TZVPD

The total energy comes out at -88593.3723 eV. The HOMO-LUMO gap (alpha / beta) is 7.4 / 2.9 eV. As for the spin multiplicity: 3. The calculation puts the energy relative to the best compared isomer or geometry (same formula, charge and spin) at 68.5 kcal per mole. The value obtained for the highest occupied orbital energy (alpha / beta) is -10.34 / -10.33 eV. As for the net charge: +1.

Last column: Mulliken charge in e.
Cartesian coordinates (Å):
O (5.055, 1.093, 4.710)  -0.40
C (4.722, 0.986, 3.588)  0.42
Cr (4.012, 0.527, 1.888)  -0.17
C (2.457, 0.157, 2.881)  0.49
O (1.570, -0.168, 3.577)  -0.42
C (4.508, -1.221, 2.408)  0.35
O (4.753, -2.256, 2.922)  -0.41
C (5.531, 1.617, 0.758)  -0.70
C (4.478, 2.475, 1.097)  -0.91
C (3.159, 2.131, 0.795)  0.02
C (2.843, 0.947, 0.081)  0.39
C (1.413, 0.599, -0.103)  0.28
C (0.208, 0.358, -0.034)  -2.19
C (-1.207, 0.085, 0.312)  5.45
C (-1.303, -1.184, 1.171)  -0.72
C (-0.244, -2.070, 1.417)  -0.07
C (-0.463, -3.305, 2.075)  -0.94
C (-1.693, -3.600, 2.644)  -0.76
C (-2.723, -2.663, 2.528)  -0.74
C (-2.526, -1.487, 1.817)  -0.20
C (-1.735, 1.339, 1.162)  -0.33
C (-1.397, 2.635, 0.696)  -0.47
C (-2.111, 3.777, 1.064)  -0.88
C (-3.022, 3.725, 2.135)  -0.74
C (-3.081, 2.542, 2.849)  -0.71
C (-2.361, 1.390, 2.438)  -0.67
C (3.904, 0.069, -0.191)  -0.40
C (5.236, 0.412, 0.111)  -0.67
H (6.551, 1.897, 1.025)  0.46
H (4.667, 3.393, 1.645)  0.51
H (2.309, 2.742, 1.128)  0.53
H (0.777, -1.863, 1.087)  0.52
H (0.355, -4.040, 2.033)  0.48
H (-1.861, -4.571, 3.127)  0.43
H (-3.728, -2.851, 2.897)  0.44
H (-3.344, -0.769, 1.730)  0.58
H (-0.547, 2.765, 0.017)  0.43
H (-2.036, 4.682, 0.479)  0.43
H (-3.659, 4.584, 2.362)  0.40
H (-3.762, 2.476, 3.711)  0.40
H (-2.359, 0.566, 3.156)  0.63
H (3.667, -0.905, -0.624)  0.41
H (6.026, -0.307, -0.135)  0.49
C (-0.737, 2.371, -2.507)  -0.97
C (-2.206, 2.079, -2.817)  1.39
C (-2.850, 3.161, -3.670)  -1.64
O (-2.297, 0.846, -3.523)  -0.40
C (-1.704, -0.203, -2.815)  0.88
O (-1.551, -1.163, -3.504)  -0.52
C (-1.755, -0.138, -1.200)  -0.88
I (-2.960, -2.414, -1.274)  0.62
C (-1.044, -3.171, -1.861)  0.22
C (-1.076, -4.458, -2.410)  -0.64
C (0.080, -4.972, -3.008)  -0.74
C (1.267, -4.247, -2.960)  -0.51
C (1.311, -2.992, -2.331)  -0.85
C (0.142, -2.446, -1.779)  0.65
C (-3.064, 0.708, -1.025)  0.48
O (-4.008, 0.330, -0.359)  -0.56
O (-3.063, 1.944, -1.618)  -0.25
H (-0.318, 1.611, -1.814)  -0.19
H (-0.109, 2.349, -3.427)  0.47
H (-0.657, 3.383, -2.073)  0.36
H (-3.882, 2.821, -3.854)  0.42
H (-2.837, 4.113, -3.108)  0.35
H (-2.303, 3.284, -4.625)  0.37
H (-2.007, -5.020, -2.383)  0.43
H (0.023, -5.936, -3.511)  0.41
H (2.172, -4.648, -3.419)  0.42
H (2.241, -2.421, -2.287)  0.46
H (0.152, -1.478, -1.272)  0.25

Atoms 1-2, force components in eV/Å:
O -0.92 -0.05 -3.67
C 0.86 -0.05 3.33

=====

Molecular formula: C36H27ClFeN7O3
Method: DFT, wB97M-V/def2-TZVPD

The total energy comes out at -101250.6034 eV. The HOMO-LUMO gap (alpha / beta) is 6.6 / 6.1 eV. As for the spin multiplicity: 6. The calculation puts the energy relative to the best compared isomer or geometry (same formula, charge and spin) at 12.8 kcal per mole. The value obtained for the highest occupied orbital energy (alpha / beta) is -7.48 / -7.47 eV. As for the net charge: 0.

Last column: Mulliken charge in e.
Cartesian coordinates (Å):
Fe (0.281, -0.223, -1.323)  1.26
Cl (-5.322, 2.822, 2.366)  -0.24
C (-4.234, 1.970, 1.309)  -0.07
C (-4.493, 0.628, 0.989)  -0.51
C (-3.638, -0.059, 0.171)  -0.49
C (-2.480, 0.552, -0.388)  0.79
O (-1.737, -0.099, -1.199)  -0.97
C (-2.227, 1.913, -0.035)  0.19
C (-1.113, 2.640, -0.544)  0.00
N (-0.139, 2.161, -1.240)  0.46
C (0.853, 2.990, -1.748)  0.05
C (1.030, 4.330, -1.464)  -0.60
C (2.018, 5.095, -2.099)  -1.11
C (2.843, 4.537, -3.035)  -0.82
C (2.725, 3.163, -3.332)  1.16
C (3.542, 2.528, -4.291)  -0.67
C (3.387, 1.193, -4.526)  -1.18
C (2.437, 0.484, -3.773)  -0.01
N (1.659, 1.036, -2.873)  0.20
C (1.757, 2.374, -2.661)  0.31
C (-3.129, 2.597, 0.805)  -0.97
H (-5.367, 0.146, 1.407)  0.44
H (-3.820, -1.097, -0.079)  0.46
H (-1.146, 3.706, -0.307)  0.14
H (0.398, 4.822, -0.738)  0.35
H (2.110, 6.145, -1.852)  0.40
H (3.591, 5.128, -3.549)  0.40
H (4.278, 3.112, -4.831)  0.42
H (3.982, 0.669, -5.260)  0.45
H (2.327, -0.582, -3.919)  0.31
H (-2.935, 3.632, 1.063)  0.44
C (3.382, -3.707, -1.633)  -1.66
C (2.400, -2.607, -1.884)  0.83
N (2.280, -1.590, -1.130)  0.60
O (3.068, -1.566, -0.023)  -0.68
C (1.469, -2.630, -3.019)  -0.07
C (1.538, -3.646, -4.119)  -1.87
N (0.559, -1.720, -2.988)  0.66
O (-0.347, -1.478, -3.800)  -0.65
H (3.455, -3.881, -0.561)  0.41
H (4.372, -3.406, -1.984)  0.31
H (3.098, -4.628, -2.136)  0.44
H (2.636, -0.878, 0.513)  0.39
H (2.562, -3.779, -4.466)  0.39
H (0.917, -3.310, -4.948)  0.43
H (1.160, -4.611, -3.775)  0.38
N (-4.362, -0.990, 7.910)  -0.55
C (-3.709, -0.924, 6.966)  -0.09
C (-2.904, -0.862, 5.784)  0.53
C (-1.945, -1.847, 5.546)  -0.90
C (-1.200, -1.814, 4.383)  -0.28
C (-1.401, -0.809, 3.436)  0.04
C (-2.326, 0.197, 3.705)  -0.11
C (-3.079, 0.171, 4.865)  -1.10
C (-0.656, -0.815, 2.151)  1.62
C (0.203, 0.266, 1.908)  -0.37
C (0.516, 1.300, 2.830)  -0.59
C (1.478, 2.089, 2.235)  -1.66
C (1.720, 1.511, 0.974)  -0.61
N (0.972, 0.427, 0.770)  0.40
C (-0.850, -1.902, 1.297)  -0.58
C (-1.658, -3.061, 1.533)  -0.72
C (-1.480, -3.890, 0.457)  -1.64
C (-0.598, -3.205, -0.417)  -0.17
N (-0.226, -2.034, 0.066)  0.57
H (-1.796, -2.634, 6.274)  0.47
H (-0.445, -2.568, 4.204)  0.54
H (-2.471, 0.993, 2.987)  0.75
H (-3.804, 0.949, 5.066)  0.51
H (0.093, 1.419, 3.814)  0.60
H (1.967, 2.960, 2.644)  0.51
H (2.420, 1.855, 0.223)  0.74
H (-2.281, -3.242, 2.392)  0.58
H (-1.920, -4.860, 0.287)  0.47
H (-0.247, -3.554, -1.377)  0.52

Atoms 1-2, force components in eV/Å:
Fe -0.15 -0.32 0.57
Cl -0.05 0.03 0.07

=====

Molecular formula: C36H28Cl5N5OS4Ti
Method: DFT, wB97M-V/def2-TZVPD

The total energy comes out at -176357.0905 eV. The HOMO-LUMO gap is 7.1 eV. The calculation puts the energy relative to the best compared isomer or geometry (same formula, charge and spin) at 0.0 kcal per mole. The value obtained for the highest occupied orbital energy is -7.71 eV. As for the net charge: 0.

Last column: Mulliken charge in e.
Cartesian coordinates (Å):
Ti (-0.230, 1.262, -0.454)  -1.17
C (3.370, 0.270, -2.876)  -2.24
C (2.530, 0.633, -1.691)  0.42
N (1.256, 0.774, -1.806)  1.48
N (0.622, 0.527, -3.027)  -0.53
C (-0.146, 1.530, -3.330)  0.45
S (-0.258, 2.951, -2.329)  -0.30
S (-1.152, 1.500, -4.742)  -0.14
C (-0.848, -0.166, -5.405)  -0.56
C (-1.890, -1.183, -5.010)  0.19
C (-2.297, -1.324, -3.686)  1.17
C (-3.234, -2.283, -3.338)  -0.32
C (-3.778, -3.115, -4.309)  -0.76
C (-3.382, -2.978, -5.629)  -0.57
C (-2.444, -2.014, -5.976)  -0.65
C (3.148, 0.864, -0.388)  0.84
C (4.528, 1.094, -0.293)  -0.99
C (5.127, 1.373, 0.915)  -1.20
C (4.349, 1.408, 2.074)  -0.63
C (2.996, 1.160, 2.016)  -0.77
C (2.372, 0.897, 0.790)  0.54
O (1.071, 0.666, 0.770)  0.23
H (2.751, -0.165, -3.654)  0.36
H (4.157, -0.424, -2.589)  0.49
H (3.839, 1.170, -3.281)  0.41
H (0.140, -0.461, -5.058)  0.16
H (-0.812, -0.058, -6.489)  0.52
H (-1.895, -0.663, -2.927)  -0.60
H (-3.553, -2.373, -2.306)  0.32
H (-4.516, -3.859, -4.035)  0.42
H (-3.807, -3.615, -6.395)  0.36
H (-2.143, -1.905, -7.012)  0.34
H (5.129, 1.082, -1.192)  0.48
H (6.189, 1.576, 0.961)  0.40
H (4.808, 1.639, 3.027)  0.54
H (2.376, 1.180, 2.904)  0.60
C (1.092, -2.048, -0.607)  -0.94
C (-0.354, -2.021, -0.216)  0.28
C (-0.917, -3.259, 0.182)  -0.91
C (-2.227, -3.349, 0.514)  -1.15
C (-3.043, -2.206, 0.380)  0.65
C (-4.434, -2.252, 0.619)  -0.78
C (-5.202, -1.144, 0.393)  -0.96
C (-4.606, 0.034, -0.085)  -0.69
C (-3.251, 0.114, -0.308)  1.48
S (-2.534, 1.553, -0.982)  -0.49
C (-2.433, -1.014, -0.054)  -1.00
N (-1.072, -0.909, -0.287)  2.21
H (1.489, -3.049, -0.455)  0.60
H (1.675, -1.353, -0.013)  -0.25
H (1.188, -1.793, -1.664)  0.16
H (-0.264, -4.117, 0.248)  0.43
H (-2.661, -4.282, 0.852)  0.48
H (-4.870, -3.178, 0.970)  0.43
H (-6.269, -1.171, 0.567)  0.41
H (-5.216, 0.904, -0.293)  0.53
Cl (1.870, 4.287, -0.254)  -0.15
C (0.637, 4.076, 0.949)  1.51
C (-0.184, 2.954, 0.919)  -0.89
C (-0.961, 2.752, 2.051)  0.49
Cl (-1.746, 1.208, 2.204)  -0.08
C (-1.064, 3.664, 3.094)  -0.43
Cl (-2.094, 3.356, 4.441)  -0.16
C (-0.309, 4.831, 3.037)  0.64
Cl (-0.429, 5.999, 4.295)  -0.20
C (0.571, 5.023, 1.975)  -0.39
Cl (1.576, 6.420, 1.953)  -0.20
C (0.022, 0.215, 5.153)  -1.03
N (1.318, -0.348, 4.825)  0.32
C (2.521, 0.057, 5.385)  -0.20
C (3.492, -0.706, 4.849)  -0.80
N (2.868, -1.567, 3.968)  0.18
C (1.523, -1.364, 3.946)  -0.25
S (0.409, -2.208, 3.025)  -0.26
H (-0.106, 0.229, 6.234)  0.34
H (-0.739, -0.414, 4.698)  0.31
H (-0.069, 1.226, 4.758)  0.34
H (2.570, 0.851, 6.108)  0.46
H (4.555, -0.706, 5.007)  0.44
H (3.302, -2.263, 3.389)  0.22

Atoms 1-2, force components in eV/Å:
Ti -0.15 0.28 -0.16
C -0.01 0.00 0.00